(1)
DFT (ωB97M-V/def2-TZVPD) results for a structure of composition C27H39O6Zr in a non-equilibrium geometry.

XYZ file:
```
73
C27H39O6Zr (ωB97M-V/def2-TZVPD)
C 0.3324 0.0652 -4.1538
C 0.2017 -0.5771 -2.7511
C -0.1441 1.5210 -3.9872
C -0.8271 1.6499 -2.5764
H -0.8871 1.7193 -4.7628
H 0.6884 2.2242 -4.1307
C -1.0261 0.0917 -2.1632
H 1.1056 -0.2842 -2.1830
H 0.0924 -1.6742 -2.7771
C -1.6160 -0.4417 -0.8347
H -1.8294 -0.1705 -2.8891
H -1.8716 1.9907 -2.7385
C -0.1861 2.7278 -1.8348
C 1.7481 -0.0884 -4.7020
C -0.4608 -0.6247 -5.2644
O -1.0663 -0.0210 -6.1396
O 2.7598 0.0217 -4.0218
O 1.7922 -0.3775 -6.0151
O -0.4422 -1.9593 -5.2336
C -1.0234 -2.5518 -6.4034
H -0.9563 -3.6260 -6.2510
H -0.4645 -2.2503 -7.3008
H -2.0672 -2.2310 -6.5210
C 3.1256 -0.5717 -6.5060
H 3.7412 0.3252 -6.3458
H 3.0316 -0.7873 -7.5746
H 3.6090 -1.4172 -5.9885
O -0.8490 -0.4174 0.3766
H -1.8942 -1.5117 -0.9645
H -2.5858 0.0837 -0.6784
C -1.0225 3.5946 -0.9969
C 1.2734 2.9169 -1.7868
H 1.5882 3.8341 -2.3107
H 1.8530 2.0829 -2.1978
H 1.6232 3.0333 -0.7463
H -0.4431 3.9531 -0.1358
H -1.9050 3.0538 -0.6236
H -1.3911 4.4868 -1.5297
Zr -0.2341 -0.6690 2.1553
C -3.1673 -1.2917 3.6754
C -2.8973 -1.6013 2.3226
C -1.7252 -2.4618 2.2790
H -3.5420 -1.3499 1.4752
C -1.2509 -2.5957 3.6449
C -2.1753 -1.8987 4.4896
H -2.1931 -1.9177 5.5794
H -4.0284 -0.7335 4.0565
H -1.4032 -3.0782 1.4381
H -0.5232 -3.3331 3.9823
C 2.4421 0.1160 1.8397
C 2.3170 -0.5503 3.0890
C 1.7854 -1.8597 2.8669
H 2.6822 -0.1667 4.0416
C 1.5869 -2.0133 1.4357
C 1.9987 -0.7715 0.8143
H 2.1084 -0.6241 -0.2683
H 2.8698 1.1141 1.7014
H 1.7836 -2.6744 3.5926
H 1.4047 -2.9487 0.9074
C 0.3636 -0.3365 6.0611
C -0.1406 0.7951 5.1632
C -1.4620 1.3098 5.6910
C 0.8076 1.9741 5.2928
O -0.2572 0.3873 3.8008
H 0.3151 -0.0025 7.1073
H 1.4134 -0.5733 5.8400
H -0.2453 -1.2446 5.9771
H -1.3411 1.4969 6.7630
H -1.7022 2.2634 5.2070
H -2.2873 0.6169 5.5510
H 1.7952 1.7879 4.8685
H 0.3727 2.8714 4.8351
H 0.9218 2.1703 6.3676
```

As for the total energy: -42196.2726 eV. Its LUMO energy is 0.0926 hartree. The HOMO-LUMO gap is 0.1071 Ha. Its energy relative to the best compared isomer or geometry (same formula, charge and spin) is 0.0 kJ/mol. As for the net charge: -1.


(2)
DFT (ωB97M-V/def2-TZVPD) results for a structure of composition C27H40AgAsN4SSi3.

XYZ file:
```
77
C27H40AgAsN4SSi3 (ωB97M-V/def2-TZVPD)
Ag -0.1467 -0.1382 0.0362
N 4.0650 1.7700 0.0264
C 4.7146 0.5519 0.0098
C 6.0697 0.2250 0.0597
C 6.3830 -1.1169 0.0412
C 5.3721 -2.0936 -0.0198
C 4.0360 -1.7496 -0.0638
C 3.6931 -0.3938 -0.0490
N 2.4396 0.2550 -0.0739
C 2.7273 1.5309 -0.0200
C 1.7529 2.6369 -0.0077
C 2.0354 3.9597 0.0584
S 0.5902 4.8568 0.0641
C -0.3114 3.4027 -0.0206
N 0.4141 2.3344 -0.0542
H 4.5015 2.6713 0.0664
H 6.8409 0.9883 0.1130
H 7.4222 -1.4240 0.0806
H 5.6506 -3.1425 -0.0296
H 3.2710 -2.5140 -0.1006
H 2.9986 4.4575 0.1015
H -1.4018 3.3999 -0.0430
C -2.3740 0.2835 0.0650
C -3.0754 -0.9873 0.0573
C -3.4477 -1.6338 1.2533
C -4.0797 -2.8596 1.2570
C -4.3727 -3.5147 0.0579
C -4.0283 -2.8854 -1.1453
C -3.4012 -1.6563 -1.1425
C -4.9651 -4.8347 0.0541
N -5.4136 -5.8980 0.0356
H -2.5811 0.8733 0.9570
H -2.5516 0.8712 -0.8350
H -3.2337 -1.1418 2.1990
H -4.3626 -3.3262 2.1939
H -4.2672 -3.3785 -2.0816
H -3.1488 -1.1812 -2.0868
C 1.0500 -6.4463 -0.0551
Si -0.3494 -5.2206 -0.0692
C -1.3751 -5.5865 -1.5800
C -1.4192 -5.5337 1.4257
As 0.1662 -2.9003 -0.0805
Si 1.2297 -2.7918 2.0483
C -0.2865 -2.5643 3.1088
C 2.3449 -1.3959 2.6013
C 2.1328 -4.3494 2.5472
Si 1.0414 -2.8537 -2.3004
C 1.8907 -4.4436 -2.7919
C -0.5791 -2.6581 -3.2004
C 2.0943 -1.4914 -3.0201
H 0.5910 -7.4445 -0.0176
H 1.7038 -6.3369 0.8153
H 1.6666 -6.3869 -0.9605
H -1.5976 -6.6637 -1.6030
H -0.8756 -5.3190 -2.5185
H -2.3283 -5.0437 -1.5271
H -2.0899 -6.3813 1.2181
H -2.0437 -4.6593 1.6280
H -0.8345 -5.7653 2.3263
H -0.7947 -1.6377 2.8190
H -0.0045 -2.4958 4.1670
H -1.0060 -3.3819 2.9919
H 1.9883 -0.4055 2.2873
H 3.3839 -1.5122 2.2711
H 2.3246 -1.4341 3.6982
H 1.4392 -5.1838 2.7106
H 2.6765 -4.1629 3.4827
H 2.8601 -4.6548 1.7840
H 1.1945 -5.2915 -2.8050
H 2.7077 -4.6897 -2.0992
H 2.3179 -4.3311 -3.7979
H -1.3293 -3.3863 -2.8713
H -0.4404 -2.7581 -4.2847
H -0.9836 -1.6602 -2.9889
H 3.1568 -1.5976 -2.7960
H 1.7694 -0.4935 -2.7031
H 1.9631 -1.5647 -4.1086
```

As for the total energy: -133917.2320 eV. Its LUMO energy is -0.0107 hartree. The HOMO-LUMO gap is 0.2186 Ha. Its energy relative to the best compared isomer or geometry (same formula, charge and spin) is 123.0 kJ/mol. As for the net charge: 0.


(3)
DFT (ωB97M-V/def2-TZVPD) results for a structure of composition C27H40AlN5O5S in a non-equilibrium geometry.

XYZ file:
```
79
C27H40AlN5O5S (ωB97M-V/def2-TZVPD)
C 5.0844 2.8382 1.1780
C 3.6229 3.2451 0.9189
C 3.1444 4.4358 1.7565
C 2.3329 5.4959 0.9928
N 0.8588 5.3404 1.0905
C 0.3951 4.2694 0.3488
N 0.1880 3.1026 0.9494
C -0.2502 2.0886 0.1720
C -0.4569 0.7906 0.7738
C -0.2057 0.6876 2.2299
C -1.4957 0.8810 3.0990
C -2.6574 1.5805 2.4033
C -3.8285 1.7200 3.3407
O -3.8578 1.1379 4.3992
O -4.9089 2.5198 3.0149
C -0.8947 -0.3424 0.0313
N -1.0591 -1.5707 0.6676
C -2.4162 -2.1246 0.7872
C -2.3433 -3.5061 1.4793
C -3.1340 -4.5966 0.7661
C -1.1435 -0.1695 -1.3452
C -1.5955 -1.2580 -2.2460
C -0.7842 -2.5812 -2.1469
C -0.1190 -2.9483 -3.4842
C 1.2879 -3.5294 -3.2890
N 1.4188 -4.3258 -2.0537
C 1.0671 -5.7323 -2.2933
C 2.7048 -4.1885 -1.4843
C 3.0190 -2.8340 -0.8964
O 3.5123 -5.0690 -1.4427
C -0.9691 1.1400 -1.9256
C -1.2246 1.3131 -3.3260
O -0.1732 1.2086 -3.9641
O -2.3574 1.4617 -3.7605
C -0.5080 2.2763 -1.1709
N -0.3535 3.4568 -1.8039
C 0.1132 4.4312 -1.0565
S 0.3276 6.0215 -1.8303
H 5.4823 2.3596 0.2911
H 5.7065 3.6679 1.4903
H 5.1110 2.0870 1.9628
H 3.0080 2.3811 1.1732
H 3.4875 3.4121 -0.1491
H 4.0056 4.9411 2.1835
H 2.5494 4.1150 2.6099
H 2.6333 5.5165 -0.0501
H 2.5794 6.4719 1.3961
H 0.5991 5.2007 2.0595
H 0.5050 1.4436 2.5304
H 0.2461 -0.2658 2.4752
H -1.2217 1.4777 3.9600
H -1.8254 -0.0869 3.4605
H -3.0427 1.0224 1.5466
H -2.4026 2.5882 2.0736
H -5.2293 2.2310 2.1403
H -0.6015 -1.5984 1.5631
H -3.0476 -1.4859 1.4123
H -2.8787 -2.2792 -0.1760
H -1.2986 -3.8118 1.4645
H -2.6168 -3.4357 2.5279
H -3.0158 -4.5438 -0.3112
H -2.7330 -5.5599 1.0688
H -4.1796 -4.6172 1.0509
H -1.6044 -0.9434 -3.2824
H -2.6423 -1.4493 -2.0010
H -1.4872 -3.3688 -1.8981
H -0.0441 -2.5794 -1.3600
H -0.7379 -3.6791 -3.9933
H -0.0160 -2.0656 -4.1079
H 1.5439 -4.1447 -4.1493
H 2.0092 -2.7183 -3.2759
H 0.3136 -5.7639 -3.0760
H 1.9079 -6.3295 -2.6315
H 0.6103 -6.1836 -1.4202
H 3.2856 -2.1696 -1.7181
H 2.1606 -2.4057 -0.3868
H 3.8911 -2.9120 -0.2646
H 1.6175 5.9112 -2.1794
Al -4.9685 2.9041 5.1106
```

As for the total energy: -63748.1664 eV. Its LUMO energy is -0.3731 hartree. The HOMO-LUMO gap is 0.1096 Ha. As for the net charge: +2.


(4)
DFT (ωB97M-V/def2-TZVPD) results for a cluster of 2 separate species, C27H40BClF9N4O4Si in total in a non-equilibrium geometry.

XYZ file:
```
87
C27H40BClF9N4O4Si (ωB97M-V/def2-TZVPD)
C 5.9697 -0.0032 0.6891
C 5.5740 -0.6339 -0.6621
O 4.9535 0.3043 -1.5251
C 4.0096 -0.3164 -2.3940
C 2.7154 -0.5675 -1.5813
O 1.5291 -0.1413 -2.2985
C 0.4868 -0.1865 -1.4200
C -0.2488 -1.3208 -1.3619
Si 0.2686 -2.6783 -2.6315
C 1.1444 -2.0434 -4.2075
C 1.5416 -3.8895 -1.8714
C -1.0532 -3.7389 -3.4546
N -1.2573 -1.4042 -0.3689
C -1.9883 -2.6645 -0.2608
F -2.6701 -2.9328 -1.3943
F -3.0860 -2.5953 0.5711
C -1.1834 -3.8643 0.3337
F -0.9272 -4.8661 -0.5155
F 0.0340 -3.3927 0.7377
C -1.7799 -4.5307 1.6237
F -1.8796 -3.7050 2.6744
F -0.8111 -5.4183 1.9835
C -3.0597 -5.4271 1.3806
F -3.5798 -5.2669 0.1588
F -2.7639 -6.7142 1.5504
F -3.9964 -5.1346 2.2951
C -1.4864 -0.3787 0.4921
N -2.4040 -0.4505 1.5366
C -0.7728 0.8450 0.4011
C -1.0072 1.9800 1.2560
C -2.0753 2.0901 2.3429
C -1.6505 1.4149 3.7037
C -0.2061 0.8704 3.6966
Cl -1.8111 2.5354 5.0940
C -0.2487 3.1016 1.1392
C 0.7683 3.2501 0.1669
B 1.5444 4.6465 0.1998
O 1.6891 5.4314 -0.9142
C 2.1275 5.1821 1.5685
C 1.1064 6.2568 2.1027
C 1.0093 2.1984 -0.7145
C 2.0769 2.4267 -1.7825
C 0.2688 0.9938 -0.5897
H 6.2264 1.0591 0.5919
H 6.8226 -0.5501 1.1143
H 5.1615 -0.0711 1.4336
H 6.5138 -1.0140 -1.1029
H 4.9617 -1.5225 -0.4336
H 4.4248 -1.2198 -2.8602
H 3.7956 0.4427 -3.1600
H 2.8058 -0.0516 -0.6133
H 2.6570 -1.6424 -1.3399
H 0.6577 -1.1456 -4.6102
H 2.1965 -1.8505 -3.9515
H 1.1773 -2.8290 -4.9746
H 1.9374 -3.5516 -0.9042
H 2.4164 -3.9677 -2.5397
H 1.1403 -4.9098 -1.8114
H -1.5314 -4.5161 -2.8482
H -1.8714 -3.0684 -3.7809
H -0.6952 -4.2219 -4.3730
H -3.3787 -0.4140 1.2232
H -2.2217 -1.2162 2.1753
H -3.0706 1.7638 2.0316
H -2.2046 3.1510 2.6100
H -2.2784 0.5333 3.8688
H 0.5395 1.6407 3.4581
H 0.0592 0.4751 4.6879
H -0.0738 0.0392 2.9886
H -0.4403 3.9391 1.8116
H 1.1044 5.1397 -1.6252
H 2.2061 4.3244 2.2514
H 3.1202 5.6087 1.3720
H 0.2050 6.2573 1.4635
H 0.7784 5.9902 3.1128
H 1.5268 7.2633 2.0326
H 1.6631 2.0978 -2.7441
H 2.3575 3.4707 -1.9383
H 2.9923 1.8814 -1.5259
C -5.7580 1.3870 0.4335
O -5.0138 0.6936 1.1239
N -7.0978 1.4258 0.6322
N -5.2952 2.1687 -0.5808
H -7.7259 1.9830 0.0843
H -7.4692 0.8600 1.3741
H -4.3071 2.1630 -0.7526
H -5.8848 2.7417 -1.1548
```

As for the total energy: -88327.8960 eV. Its LUMO energy is -0.1600 hartree. The HOMO-LUMO gap is 0.2754 Ha. As for the net charge: +1.


(5)
DFT (ωB97M-V/def2-TZVPD) results for a structure of composition C27H40BeF3O3SbSi3.

XYZ file:
```
78
C27H40BeF3O3SbSi3 (ωB97M-V/def2-TZVPD)
Be 1.5404 -0.0259 -0.3568
C 2.5033 -2.7082 5.5003
O 3.4021 -3.2746 4.5557
C 3.3187 -2.8548 3.2804
C 4.2229 -3.4861 2.3893
C 4.2031 -3.1321 1.0777
C 3.3111 -2.1493 0.5779
C 3.2683 -1.8288 -0.8124
C 4.1439 -2.5336 -1.8049
O 2.4944 -0.9552 -1.2829
C 2.4156 -1.5141 1.4863
O 1.5592 -0.6133 1.1123
C 2.4361 -1.8923 2.8442
H 2.7096 -3.2032 6.4438
H 1.4668 -2.8872 5.2089
H 2.6734 -1.6349 5.6034
H 4.9039 -4.2305 2.7759
H 4.8913 -3.6153 0.3967
H 3.9294 -3.6032 -1.8086
H 5.1964 -2.4065 -1.5494
H 3.9591 -2.1192 -2.7913
H 1.7405 -1.3961 3.5036
C -3.6883 0.1342 1.7582
Si -1.8224 0.0922 1.6098
C -1.1547 1.8109 1.8491
C -1.1556 -1.0386 2.9552
Sb -1.0520 -0.6885 -0.7115
Si -1.4174 -3.2093 -0.5815
C -0.3179 -4.0028 0.7100
C -0.9022 -3.8535 -2.2604
C -3.1873 -3.6914 -0.2319
Si -3.0388 0.0020 -2.1420
C -3.1501 1.8577 -1.9690
C -2.6434 -0.4256 -3.9156
C -4.6708 -0.7980 -1.6883
H -3.9457 0.6065 2.7119
H -4.1049 -0.8764 1.7638
H -4.1767 0.6985 0.9620
H -1.4213 2.1708 2.8478
H -1.5578 2.5092 1.1112
H -0.0683 1.8232 1.7448
H -1.9687 -1.3614 3.6106
H -0.4228 -0.4944 3.5555
H -0.6599 -1.9232 2.5568
H 0.6498 -3.5058 0.8108
H -0.1364 -5.0398 0.4111
H -0.7932 -4.0151 1.6926
H 0.1510 -3.6249 -2.4426
H -1.4810 -3.4067 -3.0713
H -1.0299 -4.9392 -2.3062
H -3.5769 -3.1681 0.6443
H -3.2366 -4.7662 -0.0332
H -3.8438 -3.4684 -1.0744
H -2.2190 2.3277 -2.2940
H -3.3374 2.1639 -0.9368
H -3.9659 2.2398 -2.5901
H -1.6973 0.0172 -4.2330
H -3.4368 -0.0471 -4.5676
H -2.5768 -1.5061 -4.0608
H -4.7082 -1.1622 -0.6637
H -4.8726 -1.6409 -2.3527
H -5.4748 -0.0675 -1.8151
F 2.3103 8.9222 -2.6150
C 1.2494 8.4818 -1.9095
F 0.1451 8.8535 -2.5799
F 1.2515 9.1734 -0.7495
C 1.3086 7.0009 -1.6781
C 0.1650 6.2227 -1.7667
C 0.2374 4.8619 -1.5167
C 1.4504 4.2619 -1.1722
C 2.5934 5.0628 -1.0842
C 2.5229 6.4203 -1.3346
C 1.5171 2.8506 -0.9155
C 1.5514 1.6605 -0.6743
H -0.7785 6.6770 -2.0369
H -0.6501 4.2469 -1.5894
H 3.5362 4.6030 -0.8208
H 3.4135 7.0320 -1.2707
```

As for the total energy: -73520.4603 eV. Its LUMO energy is -0.0039 hartree. The HOMO-LUMO gap is 0.2852 Ha. As for the net charge: 0.


(6)
DFT (ωB97M-V/def2-TZVPD) results for a structure of composition C27H40Br2ClN3O6PbSi.

XYZ file:
```
81
C27H40Br2ClN3O6PbSi (ωB97M-V/def2-TZVPD)
Pb 2.3574 -1.3389 0.1259
Br 5.1958 -1.1117 -2.1543
C 5.7769 -1.1461 -0.3490
C 7.1196 -1.2186 -0.0396
C 7.4571 -1.2358 1.3078
C 6.4631 -1.1690 2.2696
C 5.1451 -1.1030 1.8538
N 4.8227 -1.0931 0.5589
C 3.9983 -0.9926 2.8612
O 4.3066 -0.7680 4.0175
O 2.8102 -1.1097 2.3760
H 7.8619 -1.2612 -0.8225
H 8.4980 -1.2995 1.5980
H 6.6669 -1.1660 3.3304
C -2.2155 -0.1811 -2.2234
C -3.1358 -1.0605 -1.3558
C -2.8429 -2.5122 -1.7570
C -4.6028 -0.7514 -1.7110
Si -2.8549 -0.7596 0.5134
Br -0.5575 -0.4400 0.6906
C -3.1785 -2.2658 1.6349
C -3.0299 -1.8892 3.1158
C -2.1953 -3.4167 1.3605
C -4.6182 -2.7646 1.3993
C -3.5373 0.9079 1.1647
C -5.0547 0.7932 1.4066
C -2.8754 1.3509 2.4799
C -3.2726 2.0320 0.1490
H -2.5035 -0.3078 -3.2741
H -1.1726 -0.4857 -2.1256
H -2.2804 0.8789 -1.9863
H -2.9968 -2.6075 -2.8381
H -3.5030 -3.2293 -1.2701
H -1.8062 -2.7882 -1.5494
H -4.7750 -1.0175 -2.7597
H -4.8454 0.3050 -1.5980
H -5.3090 -1.3290 -1.1067
H -2.0560 -1.4429 3.3321
H -3.1198 -2.7993 3.7190
H -3.8128 -1.2035 3.4442
H -1.1579 -3.1080 1.5005
H -2.2945 -3.8363 0.3632
H -2.3971 -4.2214 2.0768
H -5.3630 -2.0025 1.6415
H -4.8088 -3.6295 2.0440
H -4.7864 -3.0814 0.3679
H -5.2807 0.1063 2.2260
H -5.6023 0.4590 0.5238
H -5.4477 1.7768 1.6873
H -3.0466 0.6576 3.2995
H -3.3076 2.3162 2.7699
H -1.7984 1.4867 2.3694
H -3.8254 1.9017 -0.7807
H -2.2086 2.1198 -0.0868
H -3.5931 2.9837 0.5892
O 0.4765 5.9836 -4.0364
C 1.7282 6.2978 -3.4723
N 1.9952 5.5911 -2.2390
C 2.3813 4.2851 -2.2922
O 2.5895 3.7140 -3.3486
C 2.5399 3.5758 -0.9805
C 2.7091 4.2096 0.2423
C 2.8331 3.4438 1.3887
C 2.7872 2.0647 1.2758
N 2.6433 1.4452 0.0987
C 2.5251 2.1874 -0.9986
H 0.5329 5.0890 -4.3928
H 1.7193 7.3619 -3.2595
H 2.5380 6.0643 -4.1577
H 1.5632 5.9329 -1.3973
H 2.7696 5.2900 0.3073
H 2.9659 3.9035 2.3585
H 2.8579 1.4246 2.1502
H 2.4077 1.6705 -1.9457
Cl 1.2160 -2.7397 -2.4436
C 2.0367 -4.3289 -2.2256
C 2.7181 -4.5718 -0.8638
O 3.0177 -5.7407 -0.6911
O 2.9514 -3.5832 -0.0774
H 2.7953 -4.4029 -2.9980
H 1.2921 -5.0991 -2.3812
```

As for the total energy: -211141.0464 eV. Its LUMO energy is -0.0081 hartree. The HOMO-LUMO gap is 0.3160 Ha. As for the net charge: 0.